1.
Computed, not measured: a single C20H31NO3S molecule in a non-equilibrium geometry, with ωB97M-V with the def2-TZVPD basis set.

```
56
Properties=species:S:1:pos:R:3:forces:R:3:lowdin_charge:R:1
C 0.740 -4.425 -0.381 0.103 0.144 -0.170 -0.11
C 1.126 -3.131 -1.086 -0.145 0.085 0.181 -0.25
H 2.214 -3.039 -1.102 0.050 0.031 -0.086 0.11
C 0.518 -1.915 -0.383 0.200 -0.006 -0.177 -0.19
C 0.949 -0.632 -1.086 0.216 -0.803 -0.065 -0.11
H 0.693 -0.709 -2.144 0.018 0.171 0.057 0.14
H 2.035 -0.541 -1.010 -0.101 0.123 -0.043 0.13
N 0.353 0.633 -0.586 0.024 -0.095 0.028 -0.21
C 0.897 1.780 -1.383 0.568 0.849 -0.432 -0.15
C 2.359 2.148 -1.166 -0.093 -0.098 -0.087 -0.19
H 3.026 1.300 -1.345 0.063 0.001 0.075 0.11
C 2.723 3.269 -2.144 0.125 -0.111 0.177 -0.25
C 4.163 3.730 -1.957 -0.231 -0.043 -0.071 -0.11
H 4.319 4.111 -0.950 0.068 0.049 0.100 0.07
H 4.398 4.523 -2.662 0.100 0.090 -0.045 0.07
H 4.858 2.908 -2.124 0.111 -0.054 -0.003 0.07
H 2.577 2.919 -3.166 -0.089 0.015 -0.055 0.12
H 2.042 4.105 -1.990 -0.083 0.035 -0.069 0.12
H 2.537 2.513 -0.152 0.040 -0.045 0.059 0.11
H 0.257 2.651 -1.178 0.215 -0.396 0.084 0.10
H 0.742 1.574 -2.443 -0.089 -0.196 0.225 0.12
C 0.687 0.880 0.848 0.308 0.198 0.485 -0.10
C -0.032 0.056 1.798 -0.380 -0.339 0.600 0.00
C -0.613 -0.583 2.636 0.574 0.613 -0.774 0.04
C -1.298 -1.368 3.593 -0.283 -0.281 0.391 -0.24
C -2.267 -0.785 4.410 0.031 -0.053 -0.020 -0.03
C -2.934 -1.558 5.342 -0.063 0.004 0.067 -0.07
C -2.644 -2.908 5.465 -0.009 -0.007 0.009 -0.08
C -1.684 -3.490 4.652 -0.008 -0.094 0.025 -0.08
C -1.010 -2.728 3.718 -0.023 0.056 0.006 -0.03
H -0.261 -3.176 3.081 0.057 -0.011 -0.041 0.11
H -1.460 -4.542 4.749 0.015 -0.076 0.007 0.11
H -3.168 -3.507 6.195 -0.043 -0.047 0.059 0.10
H -3.683 -1.106 5.974 -0.056 0.036 0.048 0.11
H -2.486 0.267 4.306 -0.010 0.067 -0.013 0.12
H 1.761 0.725 0.984 -0.098 0.138 -0.152 0.14
H 0.446 1.928 1.052 0.123 -0.061 -0.154 0.16
C -1.137 0.641 -0.702 -0.969 -0.078 0.068 -0.13
H -1.531 -0.066 0.029 0.155 0.049 -0.105 0.12
H -1.449 1.659 -0.432 0.266 -0.406 0.247 0.11
C -1.721 0.365 -2.089 0.222 -0.345 0.025 -0.20
C -2.814 1.373 -2.377 0.638 0.916 -0.209 -0.21
H -3.305 1.188 -3.325 -0.110 -0.091 -0.097 0.10
H -3.546 1.466 -1.582 -0.155 0.034 0.104 0.10
S -1.971 3.006 -2.580 -0.600 -0.042 -0.022 0.44
O -2.957 3.901 -3.132 -0.041 -0.045 0.011 -0.33
O -1.527 3.365 -1.217 -0.363 0.347 -0.272 -0.40
O -0.840 2.695 -3.452 -0.154 0.137 -0.141 -0.36
H -0.984 0.531 -2.875 0.050 -0.224 0.014 0.10
H -2.084 -0.666 -2.162 0.042 0.072 0.003 0.12
H 0.845 -1.910 0.657 -0.064 -0.033 -0.032 0.10
H -0.567 -2.014 -0.394 -0.081 0.023 0.088 0.12
H 0.780 -3.164 -2.120 0.060 0.032 -0.085 0.11
H 1.107 -4.427 0.643 0.021 -0.043 0.134 0.07
H -0.341 -4.540 -0.358 -0.124 -0.058 0.032 0.08
H 1.165 -5.281 -0.898 0.005 -0.136 0.009 0.07
```
Positions in Å, forces in eV/Å.

Properties
E_LUMO (eV): 0.12
Energy relative to the best compared isomer or geometry (same formula, charge and spin) (kJ/mol): 266.7
SMILES: CCCC[N+](CC#Cc1ccccc1)(CCCC)CCCS(=O)(=O)[O-]



2.
Computed, not measured: 2 unconnected molecules or ions with the total composition C20H31NO4 in a non-equilibrium geometry, with ωB97M-V with the def2-TZVPD basis set.

```
56
Properties=species:S:1:pos:R:3:forces:R:3:lowdin_charge:R:1
C -1.219 -3.275 3.322 -0.038 -0.056 0.021 -0.13
C -0.096 -2.330 2.917 0.258 0.140 -0.012 -0.26
C -0.331 -1.640 1.571 -0.416 -0.169 -0.074 -0.22
C 0.782 -0.674 1.159 0.125 -0.348 0.221 -0.19
C 0.976 0.466 2.100 -0.111 -0.734 -0.675 -0.11
C 2.311 0.772 2.535 -2.100 1.525 0.929 -0.46
O 2.563 1.717 3.281 0.714 -0.610 -0.311 0.04
O 3.308 -0.036 2.037 0.169 0.025 -0.321 -0.05
C 4.574 0.491 2.379 0.612 0.670 0.422 -0.27
C 5.650 0.035 1.418 -0.313 -0.454 -0.130 -0.08
C -0.149 1.290 2.450 2.844 0.441 1.230 -0.47
O -0.057 2.237 3.227 -0.907 -0.129 -0.340 0.04
O -1.346 0.975 1.854 -0.286 0.214 -0.547 -0.06
C -2.325 1.927 2.210 -0.292 0.885 0.452 -0.27
C -3.501 1.878 1.265 0.118 -0.533 -0.093 -0.07
H -1.007 -3.771 4.271 0.028 0.042 0.019 0.06
H -2.166 -2.744 3.437 -0.031 0.085 -0.012 0.07
H -1.380 -4.060 2.582 0.031 -0.031 -0.113 0.06
H 0.045 -1.573 3.700 -0.076 -0.021 -0.194 0.11
H 0.852 -2.877 2.884 -0.008 -0.045 -0.047 0.11
H -0.482 -2.393 0.788 0.144 -0.211 -0.023 0.10
H -1.272 -1.085 1.616 0.152 -0.242 0.045 0.09
H 1.729 -1.217 1.067 -0.196 -0.012 0.008 0.11
H 0.583 -0.267 0.161 -0.334 -0.121 -0.628 0.08
H 4.486 1.588 2.373 0.237 -0.380 0.079 0.12
H 4.794 0.201 3.417 0.159 0.093 -0.232 0.13
H 6.614 0.494 1.640 -0.076 0.049 0.133 0.07
H 5.768 -1.047 1.456 0.089 -0.100 -0.014 0.07
H 5.381 0.292 0.392 -0.024 0.083 -0.043 0.07
H -2.620 1.736 3.253 -0.105 0.186 -0.260 0.13
H -1.840 2.915 2.194 -0.386 -0.214 0.103 0.12
H -4.256 2.629 1.502 0.109 0.018 0.115 0.07
H -3.169 2.036 0.239 0.026 0.090 -0.123 0.05
H -3.968 0.895 1.302 -0.160 -0.073 -0.038 0.07
C 1.486 2.385 -2.946 0.435 -0.110 -0.184 -0.01
N 0.239 1.619 -3.003 0.224 -3.014 -0.156 -0.13
C -0.908 2.174 -2.267 -0.563 0.020 -0.273 -0.01
C 0.291 0.294 -3.364 0.012 3.201 1.474 0.06
C -0.825 -0.538 -3.599 -1.372 -0.683 -0.140 -0.20
C -2.077 -0.008 -3.993 0.665 0.021 0.096 -0.02
C -3.168 -0.822 -4.160 -0.211 -0.056 -0.041 -0.05
C -3.059 -2.188 -3.953 0.093 0.065 0.155 -0.04
C -1.837 -2.744 -3.602 -0.106 -0.150 -0.014 -0.05
C -0.733 -1.945 -3.440 0.395 0.836 -0.016 0.00
H 1.318 3.382 -2.547 -0.220 -0.116 0.023 0.10
H 2.211 1.881 -2.310 0.037 -0.056 0.114 0.11
H 1.906 2.492 -3.943 -0.031 -0.043 -0.031 0.10
H -0.577 2.923 -1.550 0.284 -0.112 -0.111 0.10
H -1.617 2.644 -2.948 0.013 0.073 0.087 0.09
H -1.409 1.382 -1.708 0.037 -0.017 -0.105 0.10
H 1.267 -0.164 -3.361 0.461 0.191 -0.379 0.15
H -2.150 1.041 -4.216 -0.111 0.172 0.019 0.11
H -4.116 -0.394 -4.440 -0.115 0.062 -0.099 0.11
H -3.929 -2.816 -4.049 -0.125 -0.127 -0.071 0.11
H -1.758 -3.808 -3.444 0.046 -0.107 0.014 0.12
H 0.212 -2.376 -3.156 0.196 -0.114 0.091 0.12
```
Positions in Å, forces in eV/Å.

Properties
E_LUMO (eV): -2.80
Energy relative to the best compared isomer or geometry (same formula, charge and spin) (kJ/mol): 426.6



3.
Computed, not measured: a molecular structure, C20H32AlBBeCl2F5N4O12 in a non-equilibrium geometry, with ωB97M-V with the def2-TZVPD basis set.

```
78
Properties=species:S:1:pos:R:3:forces:R:3:lowdin_charge:R:1
C 1.119 -1.999 -0.758 0.221 -1.189 0.808 0.07
C -0.031 -1.593 -1.517 -1.125 -0.848 -0.370 0.16
C -0.352 -2.437 -2.786 1.744 -0.164 -0.009 -0.18
C 0.382 -1.525 -3.897 0.598 2.413 -0.016 -0.04
C 1.350 -2.426 -4.741 -1.080 -1.552 -0.305 -0.17
C 2.626 -1.770 -5.382 -0.466 0.897 1.570 -0.10
C 3.651 -1.194 -4.299 0.259 0.630 -2.406 -0.22
N 4.536 -0.366 -4.737 -1.291 -1.177 1.069 0.08
C 1.502 -3.676 -3.798 0.098 0.550 -0.222 -0.36
O 2.280 -4.576 -3.781 -0.849 1.118 0.039 0.19
O 0.444 -3.635 -2.829 -0.320 0.286 0.291 -0.01
H 1.173 -3.025 -0.265 -0.001 1.175 -2.102 0.07
H 1.975 -1.270 -0.721 -0.218 -0.730 -0.316 0.04
H -0.706 -0.720 -1.257 0.901 -0.361 -0.553 0.17
H -1.450 -2.618 -2.964 1.071 0.279 0.235 0.20
H 1.062 -0.766 -3.372 -0.645 -0.659 -0.424 0.13
H -0.336 -0.856 -4.458 0.421 -1.032 0.335 0.12
H 0.774 -2.860 -5.618 0.288 0.514 0.967 0.18
H 2.258 -0.850 -5.937 0.320 -1.091 0.572 0.13
H 3.129 -2.410 -6.154 -0.478 0.255 1.063 0.14
H 3.592 -1.465 -3.209 0.118 0.124 -1.014 0.10
H 4.376 -0.253 -5.753 0.397 0.096 0.502 0.06
C 0.193 1.959 0.597 -0.655 0.153 -0.102 -0.17
O -1.015 1.424 0.121 0.376 0.012 -0.178 -0.10
H 0.932 1.162 0.700 0.016 0.069 0.009 0.06
H 0.560 2.703 -0.119 0.480 0.011 0.098 0.06
H 0.022 2.423 1.576 0.309 0.026 0.140 0.07
H -1.635 2.173 0.048 -0.863 -0.639 -0.016 0.07
B -4.503 1.986 0.016 -1.263 -0.408 -0.134 -1.17
F -4.199 1.095 1.086 0.223 0.309 -0.443 0.07
F -3.559 3.087 0.045 0.589 -0.257 -0.016 0.02
F -4.375 1.297 -1.222 0.402 0.368 0.601 0.07
F -5.813 2.478 0.157 1.075 -0.154 -0.029 0.11
N -0.347 5.310 0.297 -0.059 0.061 0.061 0.34
H -0.903 6.164 0.180 -0.077 -0.075 0.008 0.17
H -0.343 4.784 -0.581 -0.150 0.071 0.029 0.15
H 0.612 5.559 0.550 -0.087 0.047 -0.041 0.16
H -0.760 4.734 1.040 -0.237 0.053 -0.047 0.13
Be 3.031 -2.358 1.131 -0.299 0.752 0.620 0.76
C 6.395 -1.195 3.070 0.978 0.141 1.398 -0.84
Cl 6.117 -1.769 4.719 0.115 0.049 -0.414 0.58
Cl 5.037 -1.636 1.983 -0.787 -0.116 -1.095 0.56
H 6.498 -0.112 3.080 -0.355 -0.075 -0.216 0.06
H 7.306 -1.652 2.687 -0.290 -0.227 -0.161 0.07
C -2.889 -1.560 2.756 -0.830 0.459 -0.219 -0.05
C -2.697 -2.830 1.987 -0.520 0.030 -0.455 -0.29
O -1.308 -3.097 2.162 0.171 0.085 0.627 0.11
C -0.980 -2.558 3.369 0.158 0.112 0.491 -0.55
O 0.025 -2.819 3.969 0.060 0.290 -0.449 0.13
O -1.925 -1.699 3.808 0.701 -0.816 -0.285 0.05
F -2.940 -2.646 0.669 0.222 -0.146 -0.077 0.09
H -2.659 -0.673 2.165 -0.128 -0.218 -0.162 0.11
H -3.897 -1.461 3.156 0.175 0.049 0.142 0.16
H -3.281 -3.676 2.354 0.083 -0.058 -0.206 0.18
O 4.179 0.696 6.438 0.180 -0.832 -0.038 -0.16
H 4.567 1.449 5.964 -0.135 0.342 0.359 0.11
H 4.664 -0.064 6.074 0.479 0.800 -1.174 -0.16
C -1.443 0.978 5.382 -0.607 -0.565 -1.513 0.23
C -0.927 1.491 6.576 0.833 1.226 2.155 -0.34
C -1.001 3.003 6.681 -0.298 0.759 -0.057 -0.32
O -0.671 3.632 7.661 0.156 -0.472 -0.078 0.17
C -1.495 3.749 5.514 0.662 0.594 1.434 0.22
C -1.998 3.237 4.313 -0.964 -1.236 -2.073 -0.34
C -2.025 1.718 4.252 -0.148 -0.785 0.294 -0.29
O -2.489 1.082 3.327 0.407 1.002 0.312 0.14
O -2.402 3.874 3.345 0.747 0.082 0.717 0.14
O -0.444 0.856 7.507 -0.251 -0.044 -0.987 0.15
H -1.439 -0.096 5.230 -0.008 -0.040 0.105 0.13
H -1.448 4.826 5.644 -0.096 0.045 -0.034 0.15
Al 4.046 -1.267 7.542 -0.644 -0.274 1.205 1.12
C -2.238 -0.413 -7.135 -0.286 -0.035 -0.264 -0.67
O -1.696 -0.363 -6.028 0.294 -0.133 0.190 -0.02
N -1.619 -0.007 -8.269 0.466 0.102 0.018 0.16
N -3.498 -0.877 -7.304 -0.132 -0.186 0.370 0.17
H -2.042 -0.039 -9.179 -0.014 0.015 0.056 0.11
H -0.682 0.345 -8.181 -0.143 0.019 -0.087 0.11
H -3.989 -1.187 -6.482 -0.023 0.083 -0.139 0.11
H -3.960 -0.927 -8.194 0.028 0.040 0.042 0.11
```
Positions in Å, forces in eV/Å.

Properties
E_LUMO (eV): -12.73
Energy relative to the best compared isomer or geometry (same formula, charge and spin) (kJ/mol): 0.0
Total charge: +3



4.
Computed, not measured: 2 unconnected molecules or ions with the total composition C20H32Br2N4O5PS3 in a non-equilibrium geometry, with ωB97M-V with the def2-TZVPD basis set.

```
67
Properties=species:S:1:pos:R:3:forces:R:3:lowdin_charge:R:1
C -1.020 5.460 0.211 0.555 -0.214 -0.421 -0.08
C 0.495 4.929 -0.080 -1.145 1.730 0.438 -0.24
O 0.559 3.485 -0.091 -0.159 0.605 -1.389 -0.23
C 0.064 2.952 -1.348 0.113 -0.383 0.534 -0.15
C 0.496 1.405 -1.436 0.264 1.241 -1.224 -0.11
O 0.319 0.693 -0.152 2.141 -2.536 -0.856 -0.10
C 1.320 -0.317 -0.042 2.315 0.478 0.977 -0.08
C 2.698 0.174 0.543 0.896 -3.499 -0.113 -0.08
N 2.931 1.589 0.965 -3.279 -1.954 3.744 0.04
C 2.202 1.831 2.035 -1.604 0.153 -1.764 -0.58
S 0.985 2.160 3.119 3.987 -0.889 -2.877 0.76
C 3.861 -0.897 0.728 -4.527 -1.022 -1.795 0.07
C 3.504 -2.353 0.266 -2.051 2.486 -0.249 0.03
C 2.113 -2.735 -0.330 3.153 3.311 1.450 -0.14
P 1.894 -4.522 -0.882 -1.802 -3.591 0.529 0.67
N 0.497 -5.178 -0.496 1.957 1.017 -0.129 -0.17
O 3.134 -5.410 -0.083 -1.283 1.955 -1.593 -0.20
O 2.032 -4.559 -2.575 0.300 1.726 2.849 -0.16
N 1.090 -1.697 -0.448 2.249 1.852 0.587 0.00
C -0.269 -2.005 -1.011 -1.426 -1.235 0.005 -0.12
C -1.186 -2.616 0.165 0.100 0.424 0.647 -0.23
C -1.952 -1.509 1.046 -0.023 0.511 -0.389 -0.44
S -3.779 -1.994 1.033 0.392 1.339 -0.291 0.79
C -4.609 -0.444 1.652 0.061 1.444 1.915 -1.00
S -4.480 -0.157 3.318 -0.361 -0.471 -2.630 0.63
N -5.317 0.534 0.814 0.991 -2.558 -0.535 -0.20
C -4.761 0.635 -0.564 1.417 -0.398 -1.283 -0.17
C -5.446 -0.326 -1.645 -0.183 0.428 -0.170 -0.18
O -6.856 0.090 -1.730 1.300 -0.914 1.253 -0.18
C -7.421 -0.348 -0.471 -1.567 0.159 0.149 -0.19
C -6.806 0.356 0.833 -0.810 -0.458 0.995 -0.14
H -1.781 4.956 -0.481 1.087 0.687 1.044 0.07
H -1.288 5.249 1.300 0.289 0.303 -1.536 0.08
H -1.075 6.584 -0.001 0.127 -1.566 0.438 0.09
H 0.875 5.401 -1.064 -0.493 -0.967 1.355 0.12
H 1.130 5.371 0.775 -0.721 -1.205 -1.353 0.13
H 0.580 3.508 -2.223 -0.942 -0.976 1.158 0.15
H -1.081 3.077 -1.405 1.746 -0.289 -0.038 0.13
H -0.127 0.907 -2.255 0.773 0.550 1.148 0.13
H 1.596 1.354 -1.746 -1.454 0.080 0.560 0.14
H 4.894 -0.660 1.175 -1.873 -0.218 -0.815 0.05
H 4.330 -3.141 0.382 -1.663 1.144 -0.312 0.12
H 0.606 -5.987 0.133 -0.365 0.597 -0.388 0.01
H 2.720 -6.049 0.548 0.193 0.802 -0.831 0.09
H 1.746 -3.670 -2.914 0.557 -1.047 0.124 0.08
H -0.149 -2.826 -1.797 -0.026 1.155 1.078 0.11
H -0.763 -1.098 -1.521 1.115 -1.317 1.040 0.14
H -0.498 -3.192 0.882 -1.147 0.579 -1.374 0.11
H -1.953 -3.324 -0.294 1.246 0.835 0.546 0.10
H -1.887 -0.465 0.559 0.042 -1.646 0.949 0.07
H -1.589 -1.480 2.128 -0.471 0.053 -1.568 0.09
H -3.634 0.369 -0.528 -1.777 0.427 0.086 0.10
H -4.787 1.724 -0.955 -0.354 -1.732 0.748 0.14
H -5.453 -1.435 -1.371 0.343 1.471 -0.038 0.10
H -4.921 -0.257 -2.675 -1.074 0.274 1.615 0.14
H -7.390 -1.505 -0.435 0.264 1.749 0.214 0.13
H -8.545 -0.072 -0.493 1.844 -0.377 -0.012 0.14
H -7.035 -0.353 1.719 0.205 1.300 -1.386 0.13
H -7.277 1.370 1.092 0.540 -1.504 -0.791 0.14
Br 8.202 -1.226 1.940 -0.108 0.012 -0.127 0.60
C 8.774 0.241 0.789 0.178 -0.111 0.148 -0.69
C 8.134 1.542 1.204 0.048 0.141 -0.196 -0.67
Br 6.275 1.629 0.625 0.063 0.129 0.120 0.66
H 8.539 -0.048 -0.235 -0.006 0.120 0.161 0.05
H 9.858 0.290 0.908 -0.127 0.050 0.015 0.06
H 8.625 2.385 0.715 -0.032 -0.127 0.017 0.06
H 8.139 1.702 2.282 0.003 -0.112 -0.163 0.06
```
Positions in Å, forces in eV/Å.

Properties
E_LUMO (eV): -4.87
Total charge: +1



| no. | frontier orbital gap (hartree) | highest occupied orbital energy (eV) |
| --- | --- | --- |
| 1 | 0.3189 | -8.56 |
| 2 | 0.0952 | -5.39 |
| 3 | 0.0855 | -15.06 |
| 4 | 0.1990 | -10.29 |